The following is a quantum chemistry calculation of one molecule with the formula C5H11N3 at a distorted geometry, from the OMol25 dataset.

Atoms and positions in Å:
H  2.444  -1.598  0.092
C  2.043  0.592  0.112
H  -1.785  -1.860  0.578
N  -2.130  1.281  0.208
H  2.442  0.547  -0.882
H  0.337  1.713  0.781
C  0.697  1.248  -0.156
C  -2.354  -1.030  0.140
H  2.582  1.120  0.850
C  -1.444  0.151  -0.052
N  -0.173  0.118  -0.526
N  0.481  -1.125  -0.371
H  -1.584  2.111  -0.029
H  -3.269  -0.744  0.583
H  -2.654  -1.220  -0.941
H  1.321  -1.063  1.506
C  1.649  -0.847  0.431
H  0.746  -1.260  -1.330
H  0.650  1.868  -0.994

* ΔE to the lowest compared entry with this formula, charge and spin: 50.1 kcal per mole
* orbital gap: 9.31 eV
* HOMO level: -8.52 eV
* total energy: -9831.7333 eV
* multiplicity: 1
* SMILES: [H]/N=C(/C)N1CCCN1